Computed, not measured: a cluster of 9 separate species, C28H32N8O5 in total, with ωB97M-V/def2-TZVPD.

Structure (XYZ):
```
73
C28H32N8O5 ωB97M-V/def2-TZVPD
C 5.009 -1.938 1.026
C 4.284 -0.856 0.301
C 3.457 -0.942 -0.747
O 3.081 -2.078 -1.398
C 2.041 -2.768 -0.714
O 2.224 -3.913 -0.456
C 0.825 -1.995 -0.390
C 0.147 -2.331 0.780
C -1.007 -1.640 1.107
C -1.485 -0.628 0.283
C -0.804 -0.295 -0.880
C 0.347 -0.983 -1.222
C 3.044 0.464 -1.108
O 2.804 0.935 -2.170
O 3.212 1.195 0.061
C 4.346 0.594 0.640
O 5.172 1.213 1.225
H 5.743 -2.389 0.351
H 5.560 -1.534 1.871
H 4.320 -2.728 1.323
H 0.548 -3.117 1.408
H -1.534 -1.907 2.015
H -2.396 -0.107 0.557
H -1.192 0.493 -1.507
H 0.873 -0.722 -2.132
C -4.914 1.390 -1.059
C -3.919 1.087 -2.076
N -3.112 0.847 -2.858
H -5.103 0.512 -0.443
H -4.558 2.187 -0.408
H -5.853 1.696 -1.517
C 3.821 -5.705 3.382
C 2.845 -4.662 3.109
N 2.071 -3.843 2.894
H 4.785 -5.268 3.635
H 3.492 -6.324 4.215
H 3.947 -6.341 2.507
C 4.195 -1.156 -4.255
C 4.820 -1.723 -5.441
N 5.312 -2.172 -6.374
H 4.798 -0.341 -3.856
H 3.209 -0.758 -4.487
H 4.084 -1.912 -3.482
C -3.313 0.000 4.503
C -3.407 0.579 3.172
N -3.481 1.039 2.124
H -3.782 -0.984 4.522
H -2.275 -0.105 4.810
H -3.812 0.633 5.231
C -7.090 3.565 -4.082
C -7.773 2.765 -3.080
N -8.312 2.138 -2.283
H -6.346 2.973 -4.611
H -7.788 3.954 -4.820
H -6.585 4.410 -3.614
C 6.579 4.123 0.044
C 6.955 5.524 0.155
N 7.253 6.629 0.243
H 5.642 4.018 -0.499
H 7.347 3.561 -0.485
H 6.448 3.676 1.028
C -3.655 0.126 -6.138
C -4.683 1.128 -6.364
N -5.493 1.921 -6.543
H -2.697 0.605 -5.950
H -3.898 -0.479 -5.267
H -3.546 -0.527 -7.002
C -3.932 1.635 8.794
C -2.837 1.257 7.913
N -1.969 0.959 7.224
H -4.191 0.809 9.453
H -3.649 2.489 9.405
H -4.814 1.904 8.214
```

Computed properties:
total energy = -51710.596 eV
SMILES = CC1=C(OC(=O)c2ccccc2)C(=O)OC1=O.CC#N.CC#N.CC#N.CC#N.CC#N.CC#N.CC#N.CC#N
net charge = 0